[1]
20
Properties=species:S:1:pos:R:3:forces:R:3 method="wB97M-V/def2-TZVPD" smiles="C=NCCCC.O" e_homo_ev=-9.9 gap_ha=0.3965 lumo_ev=0.884
C 1.4468 -1.6226 -0.5332 -0.238 0.054 -0.206
N 1.6116 -0.3845 -0.3809 -0.214 -0.070 -0.019
C 0.4899 0.5129 -0.6329 0.653 0.679 -0.042
C -0.8977 0.0438 -1.0436 0.034 -0.119 0.159
C -1.7086 -0.7620 -0.0157 0.272 0.090 0.030
C -1.5523 -0.3002 1.4347 0.145 -0.185 -0.161
H 2.2805 -2.2968 -0.3797 0.081 -0.068 0.074
H 0.4887 -2.0445 -0.8496 0.149 -0.145 0.022
H 0.4774 1.1801 0.2356 -0.387 -0.235 0.105
H 0.8581 1.1865 -1.4126 -0.021 -0.030 -0.201
H -0.8525 -0.4899 -1.9937 0.107 -0.224 -0.024
H -1.4287 0.9582 -1.3001 -0.180 0.196 0.149
H -1.3998 -1.8080 -0.0667 -0.319 -0.036 -0.064
H -2.7596 -0.6943 -0.2855 -0.077 -0.178 -0.192
H -2.4743 -0.4577 1.9860 -0.047 -0.028 0.130
H -0.7620 -0.8687 1.9270 0.041 0.166 0.088
H -1.2969 0.7527 1.4898 -0.048 0.201 0.113
O 2.7543 2.4767 0.8878 0.026 -0.264 -0.312
H 2.7951 1.7138 0.2876 0.064 0.035 0.309
H 1.9298 2.9045 0.6458 -0.040 0.161 0.040



[2]
17
Properties=species:S:1:pos:R:3:forces:R:3 method="wB97M-V/def2-TZVPD" smiles="CC(C)[S@](=O)([O-])=NC(=O)[O-]" e_homo_ev=0.3 gap_ha=0.2124 charge=-2 lumo_ev=6.082
C -0.8251 1.0788 -0.3896 -1.653 2.588 -0.847
C 0.3532 0.0702 -0.2733 -0.199 1.581 0.548
C 0.2827 -0.8548 0.9027 -1.391 -2.747 1.047
S 1.9599 1.1211 -0.2216 1.558 0.208 1.516
O 1.6269 2.3135 0.6028 -0.261 -0.990 -0.161
O 2.1753 1.5571 -1.6236 -0.142 -1.062 0.813
N 3.1485 0.3179 0.6424 -2.286 2.154 -1.151
C 3.6373 -0.8755 0.1292 1.442 -0.759 -0.279
O 4.6961 -1.3198 0.7138 -1.109 0.191 -0.438
O 3.0639 -1.4198 -0.8644 -0.271 -0.341 0.051
H -1.8065 0.6787 -0.7880 1.016 -0.286 0.382
H -1.1790 1.7293 0.5103 1.178 -1.793 -0.666
H -0.6731 2.0043 -1.0861 0.514 -1.927 0.707
H 0.5725 -0.5636 -1.0926 -0.290 -0.067 -1.506
H -0.7656 -1.3580 1.2813 1.798 1.187 -1.695
H 0.4995 -0.2918 1.7583 0.858 0.691 1.531
H 1.0077 -1.7280 0.7934 -0.761 1.371 0.148



[3]
19
Properties=species:S:1:pos:R:3:forces:R:3 method="wB97M-V/def2-TZVPD" smiles=NCCNCCO e_homo_ev=-8.3 gap_ha=0.3450 lumo_ev=1.044
N -0.6354 -2.4220 0.0592 -0.382 0.003 0.863
C 0.6090 -2.1386 0.7305 0.911 0.619 -0.556
C 0.7308 -0.6908 1.2187 -0.899 0.477 -0.967
N 0.7610 0.3501 0.1980 0.869 -1.355 -0.828
C -0.2021 1.3930 0.0779 0.703 1.073 0.345
C -0.4670 1.7904 -1.3991 -1.772 -0.947 0.006
O -1.6455 2.6324 -1.5657 1.040 -0.354 0.669
H -0.7089 -3.3267 -0.3637 0.097 -0.106 -0.179
H -1.0255 -1.6988 -0.5150 0.298 0.212 -0.260
H 0.7080 -2.7161 1.6590 -0.022 -0.299 -0.359
H 1.5033 -2.3022 0.0839 -0.322 -0.271 0.350
H 1.6561 -0.6156 1.7804 -0.143 -0.078 0.721
H -0.1901 -0.4958 1.7653 0.248 0.051 0.799
H 1.6776 0.4622 -0.2035 -0.147 0.397 -0.065
H 0.2168 2.3731 0.5892 -1.350 -1.453 -0.406
H -1.0888 0.9264 0.5585 0.100 1.177 -0.258
H -0.7187 0.8852 -2.0081 0.543 0.657 0.523
H 0.3944 2.3012 -1.7999 0.444 0.054 -0.255
H -1.5750 3.2927 -0.8657 -0.216 0.142 -0.143



[4]
17
Properties=species:S:1:pos:R:3:forces:R:3 method="wB97M-V/def2-TZVPD" smiles=C[C@@](N)(O)C[NH3+] e_homo_ev=-14.9 gap_ha=0.4305 charge=+1 lumo_ev=-3.150
C -1.4315 1.1986 0.0491 2.387 -0.337 -2.726
C -0.5811 -0.0375 -0.0198 -0.462 -1.379 1.900
N -0.2155 -0.4732 1.3754 -0.025 0.630 -0.609
O -1.3063 -1.1521 -0.6126 2.173 0.296 1.710
C 0.7500 0.1243 -0.7571 -0.667 0.554 -0.308
N 1.5578 -0.9927 -0.2614 1.406 0.306 -1.253
H -2.2044 0.9169 0.6937 -1.626 0.329 0.657
H -1.6532 1.2274 -1.0529 -0.763 1.229 1.094
H -0.7926 2.0460 0.3788 -0.865 -0.318 -0.221
H -0.7922 -1.2315 1.7395 -0.097 0.564 -0.042
H -0.2028 0.3801 1.9505 -0.199 -0.991 0.102
H -1.9619 -0.8315 -1.1993 -1.104 0.533 -0.963
H 1.2639 1.0340 -0.5622 0.342 0.805 0.664
H 0.4820 0.1911 -1.7859 0.451 -0.760 -1.068
H 1.1080 -1.8398 -0.5082 0.095 -1.583 -1.202
H 1.1695 -0.9437 0.6771 0.135 0.057 2.670
H 2.6001 -1.0012 -0.2855 -1.179 0.067 -0.405



[5]
99
Properties=species:S:1:pos:R:3:forces:R:3 method="wB97M-V/def2-TZVPD" e_homo_ev="-12.5 / -12.5" gap_ha="0.2286 / 0.1770" charge=+2 lumo_ev="-6.282 / -7.668"
C -0.6848 5.7386 -5.6395 -0.063 -0.060 -0.836
C -0.9866 4.4688 -6.2496 0.176 2.074 -1.030
C -1.1859 4.4800 -7.6306 -0.089 0.415 -0.418
C -1.1041 5.6636 -8.3714 -0.146 -0.415 0.595
N -0.8622 6.8302 -7.8000 0.174 0.165 -0.102
C -0.6417 6.8764 -6.4868 -0.114 -0.898 0.471
C -1.1154 3.1752 -5.6517 -0.059 -1.983 2.297
C -1.1480 2.5782 -4.4764 0.203 1.583 -1.616
C -0.9626 2.2218 -3.1390 -0.061 -0.994 1.260
C 0.3068 2.2176 -2.5092 -0.274 -0.323 0.669
C 0.4795 1.4664 -1.3317 -0.959 0.227 -0.174
C -0.6247 0.8141 -0.7624 -0.554 -0.146 -0.270
C -1.9262 0.9520 -1.2874 0.444 0.049 -0.293
C -2.0754 1.5910 -2.5160 0.285 0.110 0.867
Be -1.5429 1.4924 -5.6944 -0.379 -0.210 -0.574
P 2.2639 -1.2292 -2.1892 -0.326 0.283 -0.023
H -1.4470 3.5650 -8.1454 0.108 -0.061 0.018
H -0.4634 5.9089 -4.5835 -0.192 -0.445 -0.280
H -1.2658 5.6547 -9.4429 0.014 0.030 0.024
H -0.4282 7.8834 -6.1133 -0.054 -0.516 0.204
H -3.0412 1.5764 -3.0312 0.351 0.248 0.362
H 1.1438 2.7758 -2.9416 -0.314 -0.384 0.104
H -2.7794 0.5098 -0.7615 0.369 0.058 -0.422
H 1.4289 1.4098 -0.8376 0.374 -0.067 -0.073
C 2.3177 -2.7356 -1.1094 -0.203 0.065 -0.198
C 3.3725 -3.7959 -1.3873 0.144 -0.396 0.244
H 1.3131 -3.1807 -1.1886 0.266 -0.001 0.167
H 2.4169 -2.3575 -0.0814 -0.079 -0.055 -0.157
H 3.3355 -4.5496 -0.5931 0.037 0.030 -0.141
H 3.1923 -4.3236 -2.3300 0.074 0.183 0.097
H 4.3903 -3.3938 -1.3909 -0.205 -0.059 -0.099
C 3.1351 -1.7204 -3.7353 -0.045 -0.434 0.168
C 3.5313 -0.5400 -4.6257 0.173 -0.022 -0.271
H 2.4430 -2.3836 -4.2838 0.330 0.113 0.254
H 4.0177 -2.3085 -3.4466 -0.240 0.043 -0.378
H 3.5147 -0.8546 -5.6755 0.052 0.137 0.163
H 2.8590 0.3220 -4.5317 0.025 -0.122 0.048
H 4.5531 -0.1990 -4.4195 -0.278 0.013 0.054
C 3.5164 -0.1440 -1.3910 0.121 -0.011 -0.061
C 4.9565 -0.6494 -1.3452 0.319 0.334 0.301
H 3.1548 0.0269 -0.3640 0.063 0.063 -0.177
H 3.4634 0.8252 -1.9142 0.074 -0.200 0.131
H 5.6062 0.1793 -1.0386 0.034 -0.217 -0.052
H 5.0828 -1.4432 -0.5998 -0.050 0.106 -0.235
H 5.3231 -1.0062 -2.3142 -0.133 0.057 0.221
Br -0.4619 -0.5071 0.6637 0.298 0.169 -1.444
P -2.2343 -2.5340 -4.0422 0.050 -0.953 0.301
C -0.4247 -2.8608 -3.8469 0.132 -0.073 -0.059
C -0.1304 -4.3374 -4.1094 0.201 -0.286 -0.155
H -0.1300 -2.5830 -2.8226 0.024 0.087 -0.458
H 0.1371 -2.2213 -4.5432 -0.096 -0.160 0.098
H 0.9451 -4.5311 -4.2132 -0.181 0.091 0.114
H -0.4993 -4.9773 -3.2989 0.004 0.136 -0.133
H -0.6091 -4.6727 -5.0372 0.099 0.045 0.181
C -2.6747 -2.3813 -2.2440 -0.187 0.038 0.058
C -3.9789 -3.1020 -1.9120 -0.227 0.003 0.204
H -2.7311 -1.3199 -1.9788 0.034 -0.211 0.037
H -1.8639 -2.8236 -1.6496 -0.070 0.132 -0.226
H -4.1243 -3.1716 -0.8284 0.026 0.038 -0.136
H -4.8495 -2.5828 -2.3217 0.073 -0.089 -0.053
H -3.9769 -4.1218 -2.3063 -0.011 0.126 0.018
C -2.2385 -0.8071 -4.6644 -0.097 0.589 0.316
C -2.6678 -0.7207 -6.1174 0.651 -0.391 -0.377
H -1.2098 -0.4586 -4.5175 0.262 0.437 0.092
H -2.9074 -0.2254 -4.0232 0.076 -0.125 -0.168
H -2.8900 0.3304 -6.4110 -0.402 0.349 -0.345
H -1.8856 -1.0772 -6.7992 -0.082 0.020 0.120
H -3.5542 -1.3456 -6.3362 0.125 0.712 0.099
C -0.0488 -0.3536 4.4398 -0.055 -0.004 0.071
C -0.9628 0.8494 4.1625 -0.317 0.007 -0.012
C -0.8305 1.9312 5.2341 -0.082 0.147 0.624
P -0.7868 1.5472 2.4897 0.087 0.055 0.841
C -2.3103 2.3251 1.8409 -0.263 0.076 -0.354
C -3.5189 2.2572 2.7938 0.131 -0.016 0.058
C -2.0713 3.7228 1.2555 -0.129 0.193 -0.006
C 0.7974 2.3974 2.2201 0.083 0.321 -0.438
C 0.8918 3.7623 2.9135 0.153 0.306 0.094
C 1.9958 1.4953 2.5773 0.029 0.066 -0.027
H 1.0039 -0.0607 4.5477 -0.389 -0.147 -0.029
H -0.1376 -1.1164 3.6566 0.086 0.102 0.201
H -0.3804 -0.7992 5.3866 0.175 0.028 -0.220
H -2.0041 0.4857 4.1713 0.282 0.094 -0.046
H 0.2161 2.1938 5.4332 -0.228 -0.098 -0.128
H -1.3852 2.8515 5.0070 0.140 -0.236 -0.001
H -1.2427 1.5313 6.1694 0.111 0.112 -0.118
H -2.5525 1.6702 0.9850 0.043 0.216 0.341
H -3.3586 2.8241 3.7208 -0.055 -0.127 -0.273
H -4.3839 2.6868 2.2706 0.204 -0.103 0.179
H -3.7659 1.2185 3.0508 0.013 0.303 -0.029
H -1.2910 3.7166 0.4803 -0.135 0.028 0.250
H -3.0021 4.0623 0.7798 0.236 -0.072 0.116
H -1.8093 4.4527 2.0325 -0.119 -0.196 -0.248
H 0.8155 2.5680 1.1253 -0.023 -0.045 0.404
H 0.6898 3.7017 3.9896 0.117 0.018 -0.335
H 1.9150 4.1346 2.7839 -0.162 -0.003 0.062
H 0.2160 4.5011 2.4726 0.163 -0.182 0.131
H 1.8770 0.4736 2.1955 0.062 0.196 0.171
H 2.8942 1.9225 2.1099 -0.213 -0.086 0.189
H 2.1627 1.4672 3.6641 -0.040 -0.004 -0.392



[6]
77
Properties=species:S:1:pos:R:3:forces:R:3 method="wB97M-V/def2-TZVPD" spin_multiplicity=2 s_squared=0.76 e_homo_ev="-4.1 / -3.2" gap_ha="0.2448 / 0.2144" charge=-1 lumo_ev="2.610 / 2.610"
Ni 0.8954 -1.0362 0.2190 0.792 -1.177 0.239
C 4.7441 -5.1001 1.6012 -0.037 -0.004 -0.025
Si 4.3134 -5.3111 -0.2128 -0.006 -0.033 -0.009
C 4.3631 -7.1675 -0.5714 -0.015 0.020 -0.012
C 5.6035 -4.4913 -1.3001 -0.022 -0.019 0.029
C 2.5886 -4.7155 -0.6510 0.025 0.126 0.021
C 1.6929 -5.5221 -1.3303 -0.075 -0.062 -0.030
C 0.4171 -5.0679 -1.6694 0.059 -0.039 0.049
C 0.0744 -3.7923 -1.2751 -0.009 0.046 0.103
N 0.9042 -2.9805 -0.6228 0.099 0.400 -0.095
C 2.1675 -3.3930 -0.3331 -0.136 -0.120 -0.124
S 3.1743 -2.2130 0.4007 -0.328 0.239 -0.023
H 5.5498 -5.7868 1.8755 0.024 0.011 0.004
H 3.8817 -5.3160 2.2359 -0.004 -0.009 -0.013
H 5.0514 -4.0758 1.8076 -0.003 -0.024 0.003
H 5.2890 -7.5933 -0.1765 0.014 0.004 -0.021
H 4.3305 -7.3826 -1.6423 -0.015 0.007 -0.001
H 3.5302 -7.6932 -0.0976 0.012 0.004 0.018
H 6.5956 -4.9212 -1.1357 -0.011 0.004 0.019
H 5.6399 -3.4241 -1.0824 0.005 0.030 -0.011
H 5.3489 -4.6152 -2.3553 0.004 -0.005 0.006
H 1.9809 -6.5309 -1.6082 0.004 -0.004 0.002
H -0.2893 -5.6862 -2.2056 0.009 -0.018 0.000
H -0.9134 -3.3907 -1.4768 -0.002 0.000 -0.027
O 0.0613 0.8584 0.4313 0.017 -0.350 -0.026
N -0.1823 1.1989 1.6587 -0.126 -0.170 0.190
N -0.0963 0.2395 2.4835 -0.019 -0.110 0.349
O 0.2207 -0.9796 2.2097 -0.238 0.576 0.092
C -0.4032 0.5725 3.8565 0.095 -0.056 -0.167
C -0.8143 1.8560 4.1987 -0.030 -0.105 0.157
C -1.1084 2.1155 5.5272 0.009 -0.011 -0.036
C -0.9924 1.1168 6.4877 -0.011 0.025 0.063
C -0.5800 -0.1548 6.1203 0.011 0.003 -0.068
C -0.2810 -0.4393 4.7940 -0.034 0.175 0.085
H -0.9078 2.6221 3.4427 0.014 -0.006 -0.017
H -1.4336 3.1089 5.8099 0.001 -0.004 0.016
H -1.2244 1.3331 7.5232 -0.002 0.000 -0.003
H -0.4866 -0.9351 6.8648 -0.005 0.011 0.012
H 0.0473 -1.4147 4.4691 -0.005 -0.002 -0.020
F 1.1003 0.1383 -1.9778 -0.348 0.444 -0.322
C -0.2548 0.3530 -2.1425 0.484 0.038 -0.011
F -0.4318 0.5893 -3.4933 -0.078 -0.063 -0.010
H -0.7586 -0.5917 -1.9265 0.005 -0.029 0.097
C -5.4558 0.0370 -1.9501 0.005 -0.005 0.009
C -4.8709 0.7886 -2.9592 -0.021 -0.007 0.014
C -3.6304 1.3809 -2.7580 0.010 0.037 -0.010
C -2.9582 1.2485 -1.5441 0.029 -0.015 -0.020
C -3.5570 0.4794 -0.5443 0.011 -0.029 0.004
C -4.7926 -0.1222 -0.7410 -0.015 0.001 -0.009
Ge -1.1388 1.9520 -1.2317 -0.194 0.444 -0.345
C -1.3991 3.2342 0.2724 0.118 0.005 -0.041
C -2.6356 3.4512 0.8667 -0.063 -0.063 -0.010
C -2.8040 4.4240 1.8504 0.002 0.005 -0.001
C -1.7323 5.2047 2.2485 0.025 -0.003 -0.014
C -0.4902 5.0119 1.6499 -0.031 0.012 0.017
C -0.3340 4.0432 0.6739 0.046 -0.024 -0.042
C -0.6015 3.3269 -2.5606 -0.038 -0.120 -0.102
C 0.7394 3.4508 -2.9229 0.011 -0.020 -0.043
C 1.1594 4.4513 -3.7901 -0.003 -0.006 -0.005
C 0.2385 5.3407 -4.3252 -0.015 -0.014 0.005
C -1.1012 5.2287 -3.9794 0.025 0.014 -0.009
C -1.5102 4.2356 -3.0992 -0.046 0.078 0.096
H -6.4200 -0.4309 -2.1078 0.000 0.002 0.001
H -5.3772 0.9072 -3.9097 0.002 -0.002 0.000
H -3.1769 1.9432 -3.5666 0.005 -0.006 0.011
H -3.0495 0.3383 0.4056 0.009 0.003 0.002
H -5.2344 -0.7185 0.0480 -0.001 0.000 0.001
H -3.4932 2.8584 0.5711 0.011 0.000 -0.005
H -3.7793 4.5669 2.3009 0.004 0.002 0.003
H -1.8593 5.9626 3.0123 0.000 -0.003 -0.001
H 0.3562 5.6203 1.9456 -0.003 -0.001 0.007
H 0.6434 3.9063 0.2234 -0.002 -0.005 0.001
H 1.4724 2.7495 -2.5379 -0.012 -0.015 0.008
H 2.2071 4.5299 -4.0548 0.000 -0.001 -0.001
H 0.5627 6.1166 -5.0081 -0.001 0.001 0.001
H -1.8281 5.9191 -4.3911 0.002 0.003 -0.001
H -2.5577 4.1838 -2.8179 0.006 -0.012 -0.003